Entry from the OMol25 dataset: a structure of composition C35H42ClN3NdO4 (ωB97M-V with the def2-TZVPD basis set).

## Properties
Charge: -1
HOMO (spin up / spin down), hartree: -0.10861 / -0.10858
2S+1: 4

CARTESIAN COORDINATES (ANGSTROEM)
Nd1 -0.87031 0.01209 0.20090
Cl1 1.61522 -0.10985 -1.22940
N1 -0.07459 2.45246 -0.01447
N2 -0.34692 -2.47354 0.27973
C1 -1.05763 3.12744 -0.55932
C2 -1.01580 -3.14626 -0.61606
C3 0.95961 3.43080 0.41839
C4 0.17149 4.74648 0.40131
C5 2.07949 3.44871 -0.61024
C6 1.48781 3.08099 1.79945
H1 1.71603 3.85840 -1.56304
H2 2.43892 2.42735 -0.78665
H3 2.89929 4.08140 -0.24952
H4 0.66380 3.03922 2.52268
H5 2.19249 3.86204 2.12338
H6 2.01265 2.11926 1.79180
C7 0.64020 -3.40273 0.91434
C8 0.32892 -4.73929 0.23870
C9 0.40710 -3.46302 2.41697
C10 2.05769 -2.95386 0.60984
H7 2.20056 -2.85828 -0.47376
H8 2.76361 -3.69617 1.00231
H9 2.27097 -1.97878 1.05751
H10 -0.57871 -3.90069 2.62074
H11 0.44542 -2.45885 2.85255
H12 1.17198 -4.09133 2.89140
O1 -0.70784 -4.42059 -0.75597
H13 -0.07267 -5.49398 0.92833
H14 1.17618 -5.17618 -0.29997
O2 -1.02807 4.43360 -0.40864
H15 0.67835 5.58821 -0.08708
H16 -0.15399 5.05706 1.40210
C11 -2.18876 2.46177 -1.30996
C12 -2.11114 -2.55682 -1.47580
C13 -1.70103 -1.27337 -2.14603
H17 -2.95292 -2.31923 -0.80965
H18 -2.39410 -3.32216 -2.21967
C14 -1.89820 -0.03185 -1.66117
C15 -1.75129 1.23044 -2.07318
H19 -2.22188 -0.52993 1.41051
C16 -1.06987 1.27124 -3.29858
C17 -0.73022 0.04904 -3.88313
C18 -0.69447 2.57884 -3.89132
C19 -1.01515 -1.21840 -3.36367
H20 -0.18159 0.07263 -4.82813
C20 -0.58027 -2.47174 -4.02232
H21 -0.18738 -2.29363 -5.03101
H22 -1.41509 -3.18984 -4.11269
H23 0.23612 -2.97071 -3.45624
H24 -1.52487 3.30230 -3.81899
H25 -0.40692 2.51322 -4.94976
H26 0.18510 3.02652 -3.38030
H27 -2.61797 3.22357 -1.98030
H28 -2.94346 2.15142 -0.56730
C21 3.44547 1.72690 6.10791
C22 2.62077 0.46822 5.99204
C23 3.26774 -0.76261 6.09613
C24 2.56258 -1.96392 5.99131
C25 1.19826 -1.93515 5.78746
C26 0.53147 -0.70696 5.64773
N3 -0.80497 -0.78800 5.32453
C27 -1.80442 0.19084 5.40889
C28 -2.45124 0.48545 6.61373
C29 -3.45974 1.44552 6.64690
C30 -3.86850 2.11614 5.48781
C31 -3.25383 1.81573 4.28422
C32 -2.22884 0.87442 4.26451
C33 -1.59863 0.64138 2.93364
O3 -2.18178 1.31490 2.01379
O4 -0.60662 -0.09863 2.71437
C34 1.23732 0.51827 5.76584
C35 0.53565 1.82086 5.58308
H29 3.43386 2.32124 5.18265
H30 3.09840 2.37204 6.92595
H31 4.48951 1.46571 6.31298
H32 4.34522 -0.76881 6.26005
H33 3.07889 -2.92148 6.06726
H34 0.60159 -2.85237 5.71533
H35 -1.15870 -1.71491 5.11407
H36 -2.11539 -0.04360 7.50194
H37 -3.92921 1.68891 7.59646
H38 -4.64088 2.87658 5.50354
H39 -3.54047 2.29284 3.34564
H40 0.07240 1.87340 4.58695
H41 -0.25484 1.97112 6.32848
H42 1.22955 2.66175 5.66258

Forces on the atoms, in the same order (eV/Å):
Nd 3.309 0.867 3.855
Cl 0.309 -0.105 -0.025
N -1.307 1.510 -1.190
N -0.622 -1.504 -1.120
C 1.995 -2.379 1.267
C 0.989 2.108 1.657
C -0.505 -0.332 -0.023
C -0.584 0.093 -0.188
C 0.147 -0.128 -0.220
C 0.010 0.225 0.242
H 0.075 -0.120 0.148
H -0.073 0.207 0.024
H -0.045 -0.047 -0.074
H 0.156 -0.099 -0.129
H -0.095 -0.202 -0.005
H -0.153 0.133 -0.054
C -0.321 0.488 -0.083
C -0.469 -0.226 -0.536
C -0.203 -0.006 0.153
C 0.215 0.084 -0.245
H 0.014 0.068 0.252
H -0.040 0.082 0.013
H -0.043 -0.149 -0.096
H 0.117 0.163 0.046
H -0.026 -0.132 -0.077
H -0.081 0.088 -0.055
O 0.371 -1.573 0.037
H -0.062 0.219 -0.199
H -0.135 0.162 0.024
O 0.333 1.601 0.076
H -0.089 -0.296 0.060
H -0.151 -0.127 -0.219
C 0.037 0.372 0.423
C 0.188 -0.489 0.287
C 1.264 0.427 -2.601
H 0.110 -0.182 -0.079
H -0.037 0.351 0.359
C -5.847 -0.806 2.333
C 1.384 0.360 -2.687
H -2.048 -2.639 -0.676
C -0.015 0.139 -0.055
C 0.388 0.029 -0.864
C 0.517 0.860 -0.700
C -0.157 -0.094 0.179
H -0.071 0.078 0.178
C 0.560 -0.774 -0.741
H -0.080 -0.012 0.128
H 0.341 0.209 0.041
H -0.485 0.277 -0.147
H 0.322 -0.192 -0.032
H -0.129 -0.098 0.177
H -0.484 -0.270 -0.033
H -0.050 -0.335 0.260
H 0.085 0.227 -0.192
C 0.188 0.114 0.012
C -0.233 -0.299 0.015
C 0.191 -0.220 0.041
C 0.149 0.182 0.048
C -0.027 0.041 -0.009
C 0.058 0.131 -0.139
N -0.121 -0.804 0.618
C -1.164 1.057 -0.114
C 0.140 -0.016 -0.291
C -0.085 0.147 0.174
C 0.323 -0.252 0.110
C -0.215 0.057 0.524
C 0.322 -0.711 -0.014
C -0.106 1.585 -1.491
O 1.359 0.218 0.363
O 0.012 0.505 0.868
C 0.186 -0.764 0.008
C -0.150 0.629 -0.178
H -0.070 -0.139 0.210
H 0.034 -0.098 -0.180
H -0.170 0.053 -0.029
H -0.208 -0.084 -0.041
H -0.074 0.252 0.017
H 0.335 0.286 -0.012
H 0.320 0.332 -0.084
H -0.177 0.139 0.026
H 0.026 -0.064 -0.075
H -0.040 -0.101 0.218
H 0.178 -0.216 0.407
H 0.133 0.015 0.318
H 0.146 0.055 -0.199
H -0.089 -0.139 0.004

Entry from the OMol25 dataset: a structure of composition C35H42N10O6STi (ωB97M-V with the def2-TZVPD basis set).

## Properties
Charge: 0
HOMO (spin up / spin down), hartree: -0.25816 / -0.25741

CARTESIAN COORDINATES (ANGSTROEM)
Ti1 0.21365 0.59068 0.08301
C1 2.13334 3.35905 0.81189
C2 1.05757 3.05070 1.79945
C3 0.69211 3.98978 2.76748
C4 -0.28616 3.68868 3.68164
C5 -0.86233 2.42130 3.66598
C6 -0.45654 1.52941 2.70070
N1 0.44812 1.85591 1.75567
C7 -0.93385 0.10187 2.68231
C8 -1.76797 -0.38137 3.67607
C9 -2.15997 -1.70791 3.64358
C10 -1.67044 -2.52119 2.64128
C11 -0.80946 -1.98625 1.69517
N2 -0.46447 -0.68742 1.70038
C12 -0.20233 -2.85815 0.65357
C13 -0.94320 -3.83345 0.00215
C14 -0.30746 -4.54582 -1.00817
C15 1.00804 -4.25112 -1.31561
C16 1.67458 -3.25147 -0.60215
C17 3.09775 -2.87678 -0.88807
N3 1.06453 -2.57795 0.37192
H1 2.81716 4.09311 1.23671
H2 1.71693 3.77066 -0.10928
H3 2.67709 2.45480 0.55571
H4 1.19246 4.94841 2.77576
H5 -0.59541 4.41482 4.42174
H6 -1.60949 2.15378 4.39578
H7 -2.11260 0.26730 4.46542
H8 -2.82355 -2.10116 4.40218
H9 -1.91809 -3.57240 2.59964
H10 -1.98865 -3.99739 0.22965
H11 -0.84679 -5.30039 -1.56647
H12 1.52291 -4.77630 -2.10999
H13 3.77239 -3.50616 -0.30211
H14 3.26694 -1.83810 -0.60734
H15 3.34425 -3.02094 -1.94064
N4 1.99303 0.21449 -0.28993
C18 2.53328 0.75901 -1.36793
N5 3.81206 0.48055 -1.89097
C19 3.79533 -0.30313 -3.13093
C20 5.20583 -0.76400 -3.43137
O1 6.08857 0.33903 -3.54625
C21 6.10510 1.09466 -2.34564
C22 4.72423 1.62087 -2.00909
H16 3.40908 0.29116 -3.96811
H17 3.14986 -1.17448 -2.98732
H18 5.24650 -1.29889 -4.37940
H19 5.55484 -1.42990 -2.63014
H20 6.79978 1.91827 -2.50686
H21 6.47781 0.46991 -1.52314
H22 4.39309 2.32461 -2.78065
H23 4.76191 2.14165 -1.04869
O2 1.94090 2.28604 -3.06392
N6 1.74379 1.67060 -2.00610
O3 0.56115 1.86772 -1.33848
N7 -0.30640 -0.79952 -1.75400
C23 -1.45603 -0.52825 -2.60540
C24 -1.53793 0.69120 -3.25836
C25 -2.70202 1.02457 -3.93405
C26 -3.79020 0.16309 -3.94426
C27 -3.65602 -1.10192 -3.37991
C28 -2.48796 -1.45010 -2.71440
S1 -5.40270 0.78169 -4.41268
O4 -5.12576 1.90820 -5.28511
O5 -6.07878 -0.34659 -5.02016
O6 -5.95007 1.17399 -3.11085
H24 0.54266 -0.62597 -2.28520
H25 -0.28989 -1.78591 -1.52196
H26 -0.71561 1.39165 -3.20392
H27 -2.80549 1.98657 -4.42107
H28 -4.49404 -1.78624 -3.42777
H29 -2.39618 -2.42314 -2.24087
C29 -3.38131 4.51431 -1.97772
C30 -1.95798 4.63842 -1.48199
N8 -1.58229 3.46635 -0.67978
C31 -2.44957 2.45900 -0.35032
N9 -1.92795 1.28088 -0.03514
C32 -2.88654 0.21290 0.29965
C33 -4.23369 0.37690 -0.35232
C34 -4.77599 1.73903 -0.01561
N10 -3.76729 2.74360 -0.36020
C35 -4.24322 4.04354 -0.82740
H30 -3.44777 3.77900 -2.78298
H31 -3.73694 5.46995 -2.36223
H32 -1.84641 5.54220 -0.87653
H33 -1.25880 4.70880 -2.31606
H34 -0.67615 3.10289 -0.93272
H35 -3.03259 0.17209 1.38837
H36 -2.44858 -0.74028 0.00072
H37 -4.92321 -0.39959 -0.01704
H38 -4.16268 0.29798 -1.43222
H39 -5.04131 1.82748 1.04496
H40 -5.66144 1.93705 -0.61650
H41 -4.23637 4.77329 -0.00884
H42 -5.27425 3.90956 -1.14735

Forces on the atoms, in the same order (eV/Å):
Ti 2.322 -0.948 -2.145
C 0.020 0.087 0.023
C -0.145 -0.088 -0.048
C 0.146 0.025 -0.084
C -0.120 -0.112 0.050
C 0.004 0.128 0.031
C -0.124 -0.408 0.093
N -0.158 0.377 0.665
C 0.243 0.328 0.230
C -0.063 -0.071 0.097
C 0.023 0.117 0.003
C 0.005 -0.046 -0.014
C 0.100 -0.061 0.044
N -0.395 -0.166 0.757
C -0.172 0.157 0.024
C 0.023 -0.008 -0.091
C -0.041 0.004 -0.013
C -0.007 0.005 -0.037
C 0.098 0.014 0.046
C 0.035 -0.129 0.058
N 0.063 -0.088 0.014
H -0.011 0.008 -0.021
H -0.016 -0.027 0.002
H 0.012 -0.077 -0.016
H -0.018 -0.010 0.007
H 0.015 0.004 -0.006
H 0.020 0.045 0.015
H -0.026 -0.045 0.003
H 0.012 -0.006 -0.006
H 0.012 0.008 0.007
H 0.029 -0.001 0.028
H 0.015 -0.001 0.015
H -0.021 0.006 0.008
H -0.014 0.005 0.011
H -0.006 -0.007 0.014
H -0.018 -0.086 0.057
N -2.001 0.433 0.586
C -0.390 0.793 -0.712
N -0.035 -0.075 -0.056
C -0.082 0.080 0.033
C 0.098 0.059 -0.014
O -0.014 -0.024 0.034
C 0.036 -0.020 -0.081
C -0.057 -0.032 0.077
H -0.007 -0.008 -0.023
H 0.017 0.120 -0.049
H -0.005 0.008 -0.020
H -0.013 -0.019 0.019
H -0.001 0.001 -0.005
H -0.019 -0.007 0.015
H -0.014 0.010 -0.010
H -0.020 -0.006 -0.013
O 0.101 0.395 -0.372
N 0.456 -0.857 0.733
O 0.197 0.009 0.051
N -0.287 0.103 -0.012
C 0.085 0.022 0.167
C -0.052 0.036 -0.083
C -0.038 0.074 0.068
C 0.224 -0.167 0.246
C -0.075 0.095 -0.112
C 0.039 0.036 0.064
S -0.138 0.053 -0.104
O 0.005 -0.032 0.004
O -0.001 0.013 0.015
O 0.094 0.013 0.124
H 0.153 0.080 0.018
H -0.009 -0.077 -0.045
H 0.012 0.008 -0.036
H 0.013 -0.023 -0.018
H 0.001 0.006 -0.012
H -0.002 -0.011 -0.001
C -0.010 -0.019 -0.095
C -0.032 -0.044 0.071
N -0.197 -0.008 0.034
C -0.004 0.126 -0.332
N -0.010 -0.085 0.202
C 0.087 0.102 0.081
C -0.129 -0.026 -0.080
C 0.066 0.135 -0.053
N -0.019 -0.040 0.078
C -0.022 -0.040 0.022
H -0.034 0.022 -0.005
H 0.001 -0.004 0.011
H -0.009 -0.001 0.018
H 0.013 0.013 0.006
H 0.137 -0.077 -0.029
H -0.014 -0.028 -0.055
H -0.010 -0.033 -0.078
H 0.015 -0.012 0.036
H 0.008 0.026 -0.073
H 0.014 -0.017 0.016
H 0.002 0.000 -0.048
H 0.026 0.002 0.012
H 0.005 -0.015 -0.037

| no. | DFT total energy (eV) | largest force on an atom (eV Å⁻¹) |
| --- | --- | --- |
| 1 | -77438.1632 | 6.346 |
| 2 | -98113.8485 | 3.300 |